A molecular structure, C23H38BBrCaCsF4K2N5O10S. Source: the Open Molecules 2025 dataset; level of theory: wB97M-V/def2-TZVPD.

```
87
Properties=species:S:1:pos:R:3:mulliken_charge:R:1
C 1.3611 -3.6502 -0.6778 -0.957
C 2.1276 -2.9844 0.5414 -0.024
C 2.0087 -1.4488 0.3673 -0.165
C 3.1383 -0.8259 -0.5083 0.012
C 4.3055 -0.4648 0.4149 -1.226
N 2.5190 0.4055 -1.0315 0.513
C 1.9593 0.6950 -2.1827 0.202
N 1.4767 1.9445 -1.9643 0.220
C 0.6436 2.7826 -2.8111 -1.032
C -0.7005 2.8918 -2.0411 -1.046
C -1.1039 1.5270 -1.3325 0.317
N -1.9498 1.8279 -0.1579 0.196
C -1.9375 0.7600 0.8675 -0.387
C -3.0866 -0.2797 0.7692 0.222
C -2.9907 -1.3364 1.6587 -2.568
C -3.9500 -2.3211 1.7221 -0.328
C -5.0559 -2.3087 0.9033 -0.780
C -5.1598 -1.2888 -0.0272 -0.407
C -4.2222 -0.2952 -0.1109 0.178
O -4.4420 0.6819 -1.1129 -0.616
C 1.8160 2.3422 -0.7191 -0.047
C 1.5176 3.6282 0.0217 -1.072
C 0.7623 3.2151 1.3229 0.493
C 1.6611 2.8681 2.5393 -0.739
Br 1.3095 4.1761 3.9563 -0.056
N 2.4637 1.3806 -0.1202 -0.461
H 1.8062 -4.6226 -0.8922 0.417
H 1.4399 -2.9508 -1.5235 0.238
H 0.3008 -3.7122 -0.4176 0.058
H 3.1577 -3.3462 0.6107 0.173
H 1.5754 -3.2496 1.4512 0.093
H 1.9163 -0.9331 1.3334 0.136
H 1.0375 -1.2803 -0.1414 -0.009
H 3.4032 -1.5478 -1.2860 0.333
H 3.9512 -0.0392 1.3575 0.299
H 4.7643 -1.4220 0.6916 0.166
H 5.0100 0.2259 -0.0586 0.463
H 1.8522 0.0480 -3.0400 0.494
H 0.4948 2.3865 -3.8210 0.329
H 1.1075 3.7643 -2.9665 0.308
H -0.6506 3.7717 -1.3841 0.488
H -1.4852 3.1204 -2.7751 0.554
H -1.6427 0.9047 -2.0590 0.342
H -0.2574 0.9196 -0.9706 -0.806
H -1.6484 2.7144 0.3159 0.846
H -0.9836 0.1989 0.9237 0.529
H -2.0365 1.2467 1.8764 0.223
H -2.1530 -1.4387 2.3527 1.528
H -3.8791 -3.1298 2.4459 0.748
H -5.8420 -3.0547 0.9495 0.455
H -6.0179 -1.2468 -0.6938 0.712
H -3.9244 0.4488 -1.8927 0.257
H 2.4483 4.1399 0.2691 0.496
H 0.8250 4.2929 -0.5108 -0.011
H 0.1932 2.2848 1.0857 -1.453
H 0.0663 4.0170 1.6166 1.413
H 1.5053 1.8568 2.9290 0.365
H 2.7094 2.9216 2.2369 0.585
O 2.0412 -2.1242 3.9713 -0.650
S 0.5811 -2.1231 4.1917 0.909
O 0.0408 -0.7448 3.9813 -0.638
O 0.2841 -2.5713 5.5562 -0.698
O -0.0480 -3.0440 3.2113 -0.770
K -1.6743 -3.4628 1.5997 1.135
O 0.4389 6.1368 -0.1618 -0.880
H 0.6763 7.0671 -0.1984 0.138
Ca -1.5048 2.5878 2.6414 0.603
B -1.2655 5.8020 -4.4492 0.560
F -2.1525 4.8384 -3.8803 -0.409
F -0.8489 6.6823 -3.4524 -0.369
F -0.1462 5.1007 -4.9743 -0.412
F -1.9264 6.4933 -5.4676 -0.358
O -0.9771 -6.9577 1.7006 -0.776
H -0.1339 -7.2236 2.0874 0.212
Cs -3.9161 3.6888 0.1655 1.139
C 6.7365 -3.5185 1.4405 0.723
O 5.9633 -4.2377 2.1313 -0.746
O 6.9284 -2.2960 2.0860 -0.725
O 7.3121 -3.7096 0.3842 -0.680
H 6.3264 -2.5725 2.8118 0.396
C -5.7265 -3.4981 -3.3656 -0.683
C -5.2939 -4.3871 -2.2851 0.360
N -4.9565 -5.0873 -1.4351 -0.368
H -5.9785 -2.5202 -2.9602 0.168
H -4.9263 -3.3864 -4.0950 0.262
H -6.6017 -3.9156 -3.8596 0.304
K 7.2326 -2.2281 4.3240 1.047
```

The total energy is -7219.2400 Eh. The HOMO energy comes out at -0.2210 Ha.

=====

2 unconnected molecules or ions with the total composition C23H38Br2F5O7P. Source: the Open Molecules 2025 dataset; level of theory: wB97M-V/def2-TZVPD.

```
76
Properties=species:S:1:pos:R:3:mulliken_charge:R:1
C 0.1842 -3.0301 3.4197 -0.957
C -0.2879 -3.5538 1.9048 -0.385
C -1.7699 -2.9280 1.4629 -0.489
C -1.5372 -1.8159 0.2791 -0.181
C -2.4996 -1.9725 -1.0385 0.738
C -4.0508 -1.9575 -0.5107 -0.909
C -4.5241 -0.4901 0.1362 -0.535
O -4.1102 -0.3129 1.5381 -0.365
C -4.8187 0.9174 2.0136 -0.438
C -3.6620 2.0729 2.2247 -0.460
C -2.1795 -3.5200 -1.5885 -0.513
O -1.4619 -3.4969 -2.9076 -0.325
C -1.2474 -2.0664 -3.1678 -0.110
O -0.3040 -1.8461 -4.0853 -0.620
C -2.2280 -0.9761 -2.3545 1.913
C -1.1514 0.2507 -2.2126 -1.740
C -1.3731 1.3037 -0.9976 1.102
C 0.0260 1.3783 -0.0845 -1.043
C 1.0571 2.5578 -0.5651 0.775
F 2.2153 2.5132 0.4045 -0.284
F 1.6581 2.3002 -1.9047 -0.328
C 0.4528 4.0891 -0.4491 0.642
F 1.5592 5.0398 -0.0551 -0.257
F 0.0319 4.5342 -1.8174 -0.239
F -0.6548 4.1758 0.5342 -0.217
C -3.5211 -0.3777 -3.1724 -0.326
Br -3.9791 1.6091 -3.3098 -0.106
C -4.5069 -1.2244 -3.9599 -0.289
C -4.3789 -2.8458 -4.0823 -0.623
Br -6.0905 -0.3888 -4.9401 -0.189
H 1.0342 -3.7841 3.7801 0.309
H 0.7166 -1.9682 3.3785 0.199
H -0.7389 -3.0168 4.1391 0.294
H -0.2965 -4.7471 1.9056 0.333
H 0.5802 -3.2412 1.1853 0.237
H -2.1857 -2.4018 2.4355 0.233
H -2.4800 -3.8181 1.1723 0.290
H -0.4161 -1.8206 -0.1320 0.461
H -1.6399 -0.7611 0.8300 -0.229
H -4.8568 -2.1639 -1.3672 0.270
H -4.2977 -2.7501 0.3281 0.341
H -4.2787 0.4173 -0.5693 0.328
H -5.7163 -0.5570 0.1573 0.452
H -5.5961 1.3305 1.2417 0.273
H -5.4205 0.7251 3.0236 0.331
H -2.6312 1.6032 1.8584 -0.074
H -3.8888 3.0786 1.6421 0.244
H -3.5674 2.2386 3.3892 0.314
H -3.1756 -4.1767 -1.5423 0.242
H -1.4460 -4.1908 -0.9732 0.221
H -0.0391 -0.1708 -2.1058 0.385
H -1.1430 0.8457 -3.2474 0.530
H -1.4954 2.3846 -1.4889 0.576
H -2.2224 1.0486 -0.2344 -1.158
H 0.5615 0.3418 0.0180 0.436
H -0.3387 1.6802 1.0093 0.197
H -5.2313 -3.2398 -4.8207 0.386
H -4.5238 -3.4487 -3.0910 0.116
H -3.3629 -3.1100 -4.6512 0.223
C 7.7435 3.9137 1.6124 -0.686
O 7.0347 2.8693 2.2467 -0.306
P 6.8440 1.4657 1.4802 1.117
O 6.2437 0.3782 2.3141 -0.706
O 8.3060 1.1369 0.8940 -0.315
C 9.2928 0.7024 1.8031 -0.709
O 6.0074 1.8521 0.1599 -0.351
C 4.5997 1.7799 0.2501 -0.719
H 8.7107 4.0344 2.1070 0.252
H 7.9061 3.7189 0.5486 0.343
H 7.1765 4.8419 1.7190 0.279
H 8.8589 0.3227 2.7319 0.357
H 9.9620 1.5364 2.0310 0.253
H 9.8739 -0.0975 1.3338 0.236
H 4.2226 2.5714 0.9005 0.347
H 4.2878 0.8015 0.6322 0.380
H 4.1782 1.9059 -0.7494 0.223
```

The total energy is -7414.1893 Eh. The HOMO energy comes out at -0.3439 Ha.

=====

A molecular structure, C23H38Br2I3N2O5PS2Tl. Source: the Open Molecules 2025 dataset; level of theory: wB97M-V/def2-TZVPD.

```
77
Properties=species:S:1:pos:R:3:mulliken_charge:R:1
C 3.9205 -2.2881 2.7432 -0.658
N 2.9012 -1.1715 2.9359 -0.117
C 3.2626 -0.0585 2.0177 -1.497
C 2.4075 0.0176 0.6526 2.021
C 1.9430 -1.3916 0.0374 -1.046
C 0.7581 -2.1431 0.8143 0.373
C 0.3167 -3.3994 -0.1416 -0.598
C -1.0573 -3.9675 0.5074 -0.845
C -2.3404 -3.0147 0.1832 -0.061
C -3.6603 -3.8459 0.5725 -0.848
C -4.9809 -2.9501 0.7840 -0.722
C -5.1776 -1.7653 -0.2859 -0.236
O -5.3647 -0.5275 0.4632 -0.335
C -5.9670 0.4928 -0.3188 0.577
C -6.3703 1.8714 0.4395 -0.693
O -6.1969 0.4459 -1.5566 -0.527
O 3.2034 0.7456 -0.3140 -0.550
C 4.2899 -0.0132 -0.8666 -0.465
I 6.0512 1.3297 -0.7060 0.258
C 4.0368 -0.4669 -2.3980 -0.065
Br 5.0030 -2.2014 -2.7579 0.069
C 4.4874 0.6001 -3.5093 -0.293
C 3.7301 2.0348 -3.3945 -0.427
Br 3.8596 -0.1690 -5.2746 -0.032
C 1.0508 0.9447 0.8441 -0.989
S 0.2906 0.7666 2.5371 0.053
O 1.4366 2.2846 0.4836 -0.246
C 0.3951 3.2585 0.5811 0.878
O 0.3179 3.9362 1.8918 -0.147
C 1.6674 3.9970 2.3389 0.414
N 2.6561 4.1644 3.0288 -0.477
P 0.9154 4.6936 -0.6282 0.310
S 0.4464 6.4639 0.1305 -0.265
C -1.0727 2.8080 0.1229 -0.761
I -2.7237 3.2360 1.5329 0.227
C -1.4445 2.1749 -1.0999 -0.018
C -2.9718 1.7569 -1.4860 -0.806
I 0.0639 1.6844 -2.5945 0.334
H 4.2766 -2.3479 1.6476 0.178
H 3.4356 -3.2948 2.9903 0.329
H 4.8828 -2.0979 3.3652 0.371
H 3.1355 -0.8144 3.8896 0.439
H 3.1274 0.9301 2.6152 0.331
H 4.4134 -0.1348 1.8548 0.420
H 1.5405 -1.1619 -1.0289 0.263
H 2.7992 -2.1673 -0.0782 0.416
H -0.1919 -1.5148 0.9389 -0.427
H 1.0972 -2.6366 1.8085 0.210
H 1.1418 -4.1828 -0.2540 0.396
H 0.0281 -2.9765 -1.1836 0.297
H -0.9029 -3.9245 1.6559 0.317
H -1.2946 -5.0488 0.1590 0.418
H -2.3823 -2.6731 -0.9078 0.305
H -2.2873 -2.0840 0.8787 0.061
H -3.4413 -4.3669 1.5818 0.304
H -3.8865 -4.6683 -0.1899 0.342
H -5.8825 -3.6749 0.6832 0.375
H -5.0647 -2.5195 1.8538 0.316
H -4.3819 -1.7142 -1.1069 0.264
H -6.1811 -1.9777 -0.8305 0.358
H -6.0083 1.7770 1.5328 0.185
H -7.5225 1.9729 0.4116 0.333
H -5.9194 2.7882 -0.0950 0.191
H 4.6109 -0.9276 -0.2301 0.601
H 2.9259 -0.7141 -2.6225 0.399
H 5.6271 0.7029 -3.6389 0.661
H 3.0805 2.1362 -2.4575 -0.328
H 4.5446 2.8605 -3.3411 0.210
H 3.0590 2.2506 -4.2977 0.496
H 0.2893 0.4544 0.1163 0.252
H 1.1560 1.5011 3.3594 0.213
H 0.1683 4.6191 -1.8705 0.196
H 2.3041 4.6182 -0.9700 0.223
H -2.8864 0.8954 -2.2591 0.378
H -3.5497 1.3269 -0.5988 -0.020
H -3.5271 2.6024 -2.0382 0.328
Tl -2.4165 5.8536 0.3463 0.608
```

Its charge is +3. The total energy is -8734.7233 Eh. The HOMO energy comes out at -0.5936 Ha.